The following is a quantum chemistry calculation of C25H42F3O14SY as an isolated structure at a distorted geometry, from OMol25.

The geometry in ORCA input format:
```
! RIJCOSX wB97M-V def2-TZVPD def2/J DEFGRID3
* xyz 0 1
Y 0.023 0.309 -0.873
S -2.195 -0.166 5.577
F -3.337 -2.649 5.423
F -4.689 -1.006 5.065
F -4.023 -1.379 7.079
O -1.859 -0.306 4.178
O 5.042 0.910 0.579
O 1.508 -5.010 2.427
O -1.120 -0.681 6.444
O 3.722 -5.469 -5.241
O 3.075 7.330 1.608
O 1.480 5.717 1.784
O 2.234 -3.920 -4.528
O 0.450 3.688 -5.010
O -6.835 4.427 0.521
O 1.517 -7.286 2.390
O -2.649 1.165 5.903
O -4.184 -3.126 -1.740
O -5.214 3.207 -0.415
C -8.665 3.571 -0.462
C -3.697 -1.397 5.804
C 7.241 1.883 0.730
C -6.407 3.573 -0.398
C 6.080 1.522 -0.219
C 1.200 7.815 2.937
C 2.482 -4.914 -5.220
C 1.789 -6.363 4.524
C 5.616 0.682 1.934
C 1.575 -6.109 3.025
C 2.292 -6.990 -6.187
C 3.258 8.623 2.046
C 1.533 -5.696 -6.133
C 2.214 8.891 3.148
C -0.227 5.878 -5.682
C 2.053 -7.854 4.636
C -5.005 -4.148 -1.222
C 1.545 -8.429 3.313
C 3.739 -6.637 -6.108
C 0.412 4.540 -6.091
C -6.123 -4.660 -2.145
C -7.558 3.075 -1.270
C 1.940 6.820 2.138
C -8.263 4.776 0.300
C 6.680 1.715 2.132
H -9.607 3.669 -1.002
H 4.851 0.693 2.710
H -6.675 -5.478 -1.682
H -8.765 4.876 1.263
H 5.605 2.341 -0.760
H 0.292 6.245 -4.797
H -5.531 -3.727 -0.365
H 2.647 8.836 4.147
H 6.275 2.677 2.446
H 4.125 -6.341 -7.084
H -0.285 6.559 -6.532
H -5.667 -5.161 -2.999
H 1.361 4.787 -6.566
H 2.113 -7.511 -7.127
H 1.825 9.908 3.187
H 2.225 -9.242 3.061
H 1.561 -8.300 5.501
H 3.321 9.337 1.224
H 2.563 -5.690 4.891
H 0.535 -5.852 -5.723
H 0.579 -8.909 3.465
H -1.269 5.707 -5.414
H 6.404 0.734 -0.898
H 7.941 1.052 0.645
H 4.369 -7.430 -5.705
H 7.478 1.362 2.785
H 2.100 -7.664 -5.353
H -0.209 4.076 -6.858
H 0.833 -6.053 4.945
H 7.680 2.857 0.513
H -8.311 5.680 -0.307
H -7.522 1.992 -1.388
H 0.345 8.129 2.339
H -4.465 -5.025 -0.864
H 4.258 8.624 2.479
H -8.944 2.799 0.255
H 3.126 -7.935 4.810
H -7.519 3.509 -2.269
H 1.551 -5.257 -7.131
H -6.740 -3.834 -2.500
H 5.990 -0.333 2.067
H 0.907 7.371 3.888
*
```

Orbital gap = 0.0526 Ha
Energy relative to the best compared isomer or geometry (same formula, charge and spin) = 22.774 eV
DFT total energy = -2766.665194 hartree
E_LUMO = -5.88 eV

---

The following is a quantum chemistry calculation of C32H55MgN4OP2 as an isolated structure at a distorted geometry, from OMol25.

The geometry in ORCA input format:
```
! RIJCOSX wB97M-V def2-TZVPD def2/J DEFGRID3
* xyz 1 1
P 2.957 0.879 -0.830
P -3.040 -1.195 -0.029
Mg -0.751 0.121 0.203
O 0.212 3.322 1.965
N -0.565 -1.137 4.204
N -0.442 -0.810 2.034
N 0.343 1.320 -1.062
N -0.151 -1.455 -1.288
C -5.080 -3.149 0.341
C 1.046 1.120 -2.076
C 4.277 0.861 -3.468
C -0.439 2.396 1.768
C 0.071 -2.075 2.315
C 0.616 -3.611 -2.852
C 4.331 1.484 -2.031
C 1.522 -2.582 -2.543
C -2.583 -2.202 -1.451
C 1.571 1.675 -4.582
C 1.138 -1.415 -1.877
C -3.844 -2.530 1.033
C 0.441 3.281 -3.062
C 0.606 1.811 -3.427
C -5.699 -0.112 -0.301
C 2.445 0.018 1.787
C -2.815 -3.649 1.271
C -3.807 1.510 0.071
C -0.004 -2.284 3.665
C -0.707 -3.465 -2.460
C 3.643 0.546 0.983
C 5.753 1.241 -1.486
C -0.658 1.094 -3.876
C 4.743 -0.513 1.000
C 2.087 -0.220 -2.066
C -0.835 -0.265 3.200
C -1.065 -2.382 -1.668
C -4.216 -1.930 2.401
C -4.242 0.207 -0.638
C -4.116 0.392 -2.154
C 3.985 2.985 -2.120
C 4.133 1.874 1.598
H 2.728 -0.210 2.846
H -3.262 -4.403 1.937
H 5.011 -0.734 2.049
H 4.978 0.010 -3.615
H 2.594 -2.670 -2.706
H 2.542 2.131 -4.349
H 1.665 0.615 -4.841
H 0.463 -2.735 1.541
H -0.765 -0.937 5.195
H 5.973 0.165 -1.427
H -2.965 -1.801 -2.395
H -1.270 0.708 3.343
H -4.941 -1.108 2.337
H 4.966 2.356 1.061
H -3.096 0.704 -2.422
H 0.041 3.818 -3.924
H 4.403 -1.445 0.534
H -5.864 -0.298 0.768
H 2.945 3.111 -2.466
H -4.380 -0.516 -2.719
H 2.029 -0.910 1.373
H 4.662 3.485 -2.843
H 5.677 -0.219 0.503
H -0.985 1.514 -4.824
H 3.255 0.467 -3.679
H -1.494 -4.135 -2.815
H -6.299 0.767 -0.577
H -1.908 -3.274 1.753
H -4.661 -2.716 3.034
H -3.023 -3.204 -1.387
H -2.519 -4.160 0.347
H -3.330 -1.547 2.923
H 0.311 -3.140 4.255
H 1.184 2.212 -5.470
H -6.079 -0.958 -0.888
H 1.403 3.746 -2.802
H -5.981 -2.540 0.463
H -0.232 3.399 -2.210
H 4.070 3.481 -1.133
H -1.458 1.211 -3.153
H 4.477 1.724 2.637
H -4.816 1.192 -2.452
H -3.752 1.399 1.163
H 0.950 -4.498 -3.397
H 1.613 0.731 1.831
H 2.926 -0.589 -2.680
H 4.529 1.647 -4.210
H 3.315 2.599 1.637
H -0.445 0.027 -4.002
H -4.550 2.287 -0.164
H 6.471 1.672 -2.208
H 5.949 1.695 -0.504
H -2.827 1.881 -0.277
H -5.285 -4.128 0.804
H -4.921 -3.329 -0.730
*
```

Orbital gap = 0.2183 Ha
Energy relative to the best compared isomer or geometry (same formula, charge and spin) = 4.529 eV
DFT total energy = -2429.104165 hartree
E_LUMO = -2.25 eV

---

The following is a quantum chemistry calculation of C44H54F4IrN7O3Sb as an isolated structure at a distorted geometry, from OMol25.

The geometry in ORCA input format:
```
! RIJCOSX wB97M-V def2-TZVPD def2/J DEFGRID3
* xyz 4 2
Ir -0.029 0.682 0.759
Sb -1.316 -0.561 2.602
F -0.876 1.385 8.456
F -6.930 0.672 0.339
F 6.135 -1.287 -4.255
F -1.475 -6.433 4.419
O 2.195 0.583 -0.805
O -0.555 -0.695 -0.765
O -1.625 0.460 -2.378
N 0.189 2.217 -1.103
N 0.813 -2.079 -4.880
N 1.242 1.509 2.179
N 1.560 -0.902 0.757
N 5.318 -2.750 -6.568
N -1.309 2.314 1.207
N 7.051 -4.372 -8.133
C 2.158 -1.763 -4.846
C 2.441 -0.729 -0.417
C 5.542 -4.460 -8.327
C 0.377 3.849 2.381
C -3.260 -0.139 1.941
C 0.199 0.789 6.477
C 0.288 -0.742 -2.970
C -2.530 -3.266 3.101
C -5.740 0.412 0.860
C 2.599 -0.825 -3.882
C -0.411 3.508 -0.740
C -5.278 1.201 1.897
C -0.962 3.133 2.410
C 2.527 0.749 2.217
C -1.654 3.178 0.043
C 4.435 -2.192 -5.654
C 0.361 -4.451 -5.518
C 1.565 0.057 -3.200
C -2.591 -4.569 3.572
C 0.235 -2.985 -5.907
C 2.135 1.041 -2.131
C -0.138 -3.253 3.453
C -5.002 -0.639 0.341
C 2.253 -0.721 2.050
C 0.093 0.389 5.155
C -2.218 0.813 6.636
C 4.863 -3.168 -7.892
C -4.031 0.919 2.436
C -1.305 -2.604 3.042
C -0.028 -1.701 -3.870
C 7.483 -2.986 -7.745
C 6.781 -2.559 -6.468
C 3.966 -0.718 -3.726
C -2.309 0.419 5.311
C -3.754 -0.903 0.878
C -0.966 1.005 7.193
C 4.841 -1.403 -4.548
C 1.552 2.960 1.983
C -0.761 -0.298 -1.974
C 3.059 -2.400 -5.717
C -0.191 -4.554 3.921
C -1.421 -5.187 3.970
C 1.378 2.368 -1.958
C -1.157 0.227 4.543
H 1.091 -1.800 0.684
H 7.264 -2.338 -8.589
H 1.096 2.762 -2.939
H 2.664 -3.093 -6.440
H 3.153 1.128 1.410
H -0.084 -5.063 -6.303
H -3.529 -5.104 3.641
H -0.809 -2.698 -6.007
H 0.824 -2.759 3.435
H 0.313 4.111 -0.200
H 2.148 -1.454 -1.178
H -1.024 2.464 3.269
H 1.591 -1.068 2.839
H 3.799 -3.374 -7.902
H 0.804 1.426 3.096
H 3.494 -0.871 -0.159
H -1.748 3.878 2.546
H 0.357 4.720 1.729
H 5.025 -2.375 -8.628
H -0.522 1.771 -1.681
H 0.716 -2.757 -6.855
H 0.693 -5.079 4.257
H -2.176 1.832 1.451
H 1.255 0.733 -4.020
H 0.518 4.254 3.385
H 5.196 -5.312 -7.748
H -0.986 -2.202 -3.860
H 7.345 -5.029 -7.409
H 3.172 -1.307 2.118
H -5.413 -1.231 -0.467
H 1.399 -4.756 -5.389
H -3.292 0.237 4.898
H 5.350 -4.652 -9.380
H 2.050 3.096 -1.502
H 7.172 -3.132 -5.625
H 1.156 0.909 6.968
H -3.447 -2.780 2.796
H -3.101 0.957 7.246
H -0.703 4.074 -1.630
H -3.685 1.529 3.263
H 4.424 -0.083 -2.979
H -0.174 -4.660 -4.591
H 2.432 3.221 2.575
H 1.832 3.065 0.936
H -2.352 2.621 -0.586
H -2.157 4.083 0.387
H 3.130 1.315 -2.490
H 7.054 -1.518 -6.311
H 7.532 -4.662 -8.987
H -3.169 -1.714 0.458
H -5.897 2.005 2.276
H 8.560 -2.990 -7.590
H 1.018 0.145 4.637
H 3.043 0.952 3.157
*
```

Orbital gap (alpha / beta) = 0.2953 / 0.1913 Ha
Energy relative to the best compared isomer or geometry (same formula, charge and spin) = 0.803 eV
DFT total energy = -3060.791543 hartree
E_LUMO (alpha / beta) = -8.98 / -11.81 eV

---

The following is a quantum chemistry calculation of a 2-piece molecular cluster, C6H8F9NO3P overall at a distorted geometry, from OMol25.

The geometry in ORCA input format:
```
! RIJCOSX wB97M-V def2-TZVPD def2/J DEFGRID3
* xyz -1 1
P -1.889 3.670 -1.719
F -3.314 3.308 -0.964
F 1.102 -1.578 3.191
F -2.728 4.891 -2.439
F -0.244 3.632 -1.527
F -1.638 4.721 -0.475
F -1.584 3.414 -3.320
F 2.110 0.329 3.416
F -1.818 2.033 -1.589
F 3.097 -1.279 2.412
O 0.111 -4.433 0.024
O 1.264 -3.473 -1.611
O -0.030 0.089 1.472
N 0.375 -2.139 0.125
C 1.319 -0.207 1.247
C 0.615 -3.467 -0.575
C 1.561 -1.231 0.124
C -0.842 0.006 0.303
C -0.733 -1.340 -0.464
C 1.898 -0.692 2.582
H 1.513 -0.683 -0.816
H 1.912 0.684 0.998
H -1.872 0.081 0.647
H 0.158 -2.354 1.101
H -1.672 -1.888 -0.425
H -0.463 -1.184 -1.508
H 2.502 -1.767 0.185
H -0.707 0.855 -0.396
*
```

Orbital gap = 0.3680 Ha
DFT total energy = -1754.297800 hartree
E_LUMO = 2.61 eV

---

The following is a quantum chemistry calculation of a single C4H10NO3P molecule at a distorted geometry, from OMol25.

The geometry in ORCA input format:
```
! RIJCOSX wB97M-V def2-TZVPD def2/J DEFGRID3
* xyz 0 1
P 0.004 -0.037 0.695
O 1.155 0.126 -0.489
O 3.297 0.182 -1.088
O 2.832 -0.449 0.912
N 2.612 -0.070 -0.176
C -0.999 1.420 0.086
C -0.966 -1.357 -0.212
C -0.279 2.745 0.284
C -0.425 -2.751 0.074
H -0.991 -3.499 -0.478
H -2.010 -1.281 0.099
H -0.904 3.567 -0.061
H 0.620 -2.825 -0.225
H -0.044 2.905 1.335
H 0.651 2.764 -0.281
H -1.937 1.411 0.645
H -1.223 1.262 -0.975
H -0.902 -1.136 -1.281
H -0.491 -2.977 1.136
*
```

Structure (SMILES) = CCP(CC)O[N+](=O)[O-]
Orbital gap = 0.3630 Ha
Energy relative to the best compared isomer or geometry (same formula, charge and spin) = 4.365 eV
DFT total energy = -780.113356 hartree
E_LUMO = 0.53 eV

---

Please write out number 5 again, unchanged.
The following is a quantum chemistry calculation of a single C4H10NO3P molecule at a distorted geometry, from OMol25.

The geometry in ORCA input format:
```
! RIJCOSX wB97M-V def2-TZVPD def2/J DEFGRID3
* xyz 0 1
P 0.004 -0.037 0.695
O 1.155 0.126 -0.489
O 3.297 0.182 -1.088
O 2.832 -0.449 0.912
N 2.612 -0.070 -0.176
C -0.999 1.420 0.086
C -0.966 -1.357 -0.212
C -0.279 2.745 0.284
C -0.425 -2.751 0.074
H -0.991 -3.499 -0.478
H -2.010 -1.281 0.099
H -0.904 3.567 -0.061
H 0.620 -2.825 -0.225
H -0.044 2.905 1.335
H 0.651 2.764 -0.281
H -1.937 1.411 0.645
H -1.223 1.262 -0.975
H -0.902 -1.136 -1.281
H -0.491 -2.977 1.136
*
```

Structure (SMILES) = CCP(CC)O[N+](=O)[O-]
Orbital gap = 0.3630 Ha
Energy relative to the best compared isomer or geometry (same formula, charge and spin) = 4.365 eV
DFT total energy = -780.113356 hartree
E_LUMO = 0.53 eV

---

What did the first record say?
The following is a quantum chemistry calculation of C25H42F3O14SY as an isolated structure at a distorted geometry, from OMol25.

The geometry in ORCA input format:
```
! RIJCOSX wB97M-V def2-TZVPD def2/J DEFGRID3
* xyz 0 1
Y 0.023 0.309 -0.873
S -2.195 -0.166 5.577
F -3.337 -2.649 5.423
F -4.689 -1.006 5.065
F -4.023 -1.379 7.079
O -1.859 -0.306 4.178
O 5.042 0.910 0.579
O 1.508 -5.010 2.427
O -1.120 -0.681 6.444
O 3.722 -5.469 -5.241
O 3.075 7.330 1.608
O 1.480 5.717 1.784
O 2.234 -3.920 -4.528
O 0.450 3.688 -5.010
O -6.835 4.427 0.521
O 1.517 -7.286 2.390
O -2.649 1.165 5.903
O -4.184 -3.126 -1.740
O -5.214 3.207 -0.415
C -8.665 3.571 -0.462
C -3.697 -1.397 5.804
C 7.241 1.883 0.730
C -6.407 3.573 -0.398
C 6.080 1.522 -0.219
C 1.200 7.815 2.937
C 2.482 -4.914 -5.220
C 1.789 -6.363 4.524
C 5.616 0.682 1.934
C 1.575 -6.109 3.025
C 2.292 -6.990 -6.187
C 3.258 8.623 2.046
C 1.533 -5.696 -6.133
C 2.214 8.891 3.148
C -0.227 5.878 -5.682
C 2.053 -7.854 4.636
C -5.005 -4.148 -1.222
C 1.545 -8.429 3.313
C 3.739 -6.637 -6.108
C 0.412 4.540 -6.091
C -6.123 -4.660 -2.145
C -7.558 3.075 -1.270
C 1.940 6.820 2.138
C -8.263 4.776 0.300
C 6.680 1.715 2.132
H -9.607 3.669 -1.002
H 4.851 0.693 2.710
H -6.675 -5.478 -1.682
H -8.765 4.876 1.263
H 5.605 2.341 -0.760
H 0.292 6.245 -4.797
H -5.531 -3.727 -0.365
H 2.647 8.836 4.147
H 6.275 2.677 2.446
H 4.125 -6.341 -7.084
H -0.285 6.559 -6.532
H -5.667 -5.161 -2.999
H 1.361 4.787 -6.566
H 2.113 -7.511 -7.127
H 1.825 9.908 3.187
H 2.225 -9.242 3.061
H 1.561 -8.300 5.501
H 3.321 9.337 1.224
H 2.563 -5.690 4.891
H 0.535 -5.852 -5.723
H 0.579 -8.909 3.465
H -1.269 5.707 -5.414
H 6.404 0.734 -0.898
H 7.941 1.052 0.645
H 4.369 -7.430 -5.705
H 7.478 1.362 2.785
H 2.100 -7.664 -5.353
H -0.209 4.076 -6.858
H 0.833 -6.053 4.945
H 7.680 2.857 0.513
H -8.311 5.680 -0.307
H -7.522 1.992 -1.388
H 0.345 8.129 2.339
H -4.465 -5.025 -0.864
H 4.258 8.624 2.479
H -8.944 2.799 0.255
H 3.126 -7.935 4.810
H -7.519 3.509 -2.269
H 1.551 -5.257 -7.131
H -6.740 -3.834 -2.500
H 5.990 -0.333 2.067
H 0.907 7.371 3.888
*
```

Orbital gap = 0.0526 Ha
Energy relative to the best compared isomer or geometry (same formula, charge and spin) = 22.774 eV
DFT total energy = -2766.665194 hartree
E_LUMO = -5.88 eV

---

Repeat the fifth record exactly.
The following is a quantum chemistry calculation of a single C4H10NO3P molecule at a distorted geometry, from OMol25.

The geometry in ORCA input format:
```
! RIJCOSX wB97M-V def2-TZVPD def2/J DEFGRID3
* xyz 0 1
P 0.004 -0.037 0.695
O 1.155 0.126 -0.489
O 3.297 0.182 -1.088
O 2.832 -0.449 0.912
N 2.612 -0.070 -0.176
C -0.999 1.420 0.086
C -0.966 -1.357 -0.212
C -0.279 2.745 0.284
C -0.425 -2.751 0.074
H -0.991 -3.499 -0.478
H -2.010 -1.281 0.099
H -0.904 3.567 -0.061
H 0.620 -2.825 -0.225
H -0.044 2.905 1.335
H 0.651 2.764 -0.281
H -1.937 1.411 0.645
H -1.223 1.262 -0.975
H -0.902 -1.136 -1.281
H -0.491 -2.977 1.136
*
```

Structure (SMILES) = CCP(CC)O[N+](=O)[O-]
Orbital gap = 0.3630 Ha
Energy relative to the best compared isomer or geometry (same formula, charge and spin) = 4.365 eV
DFT total energy = -780.113356 hartree
E_LUMO = 0.53 eV